Version i
Here is a cluster of 2 separate species, C3H10N3O in total from the OMol25 dataset. Energies are from ωB97M-V/def2-TZVPD.

Last column: natural (NBO) charge in e.
Cartesian coordinates (Å):
N -2.105 -1.335 -0.345  -0.866
C -1.840 -1.443 0.999  0.271
N -1.778 -0.423 1.763  -0.722
H -2.572 -0.484 -0.630  0.405
H -2.377 -2.173 -0.830  0.419
H -1.689 -2.465 1.352  0.175
H -1.892 -0.769 2.713  0.370
O 2.777 0.848 -1.078  -0.497
C 2.245 1.206 -0.062  0.422
C 0.770 0.897 0.129  -0.346
N 0.240 0.357 -1.165  -0.705
H 2.771 1.768 0.722  0.175
H 0.568 0.169 0.912  0.276
H 0.223 1.803 0.389  0.259
H -0.107 1.059 -1.813  0.441
H 1.063 -0.077 -1.614  0.458
H -0.488 -0.379 -1.003  0.465

Output
Total charge: +1
Highest occupied orbital energy in eV: -13.62
Gap between HOMO and LUMO in eV: 10.27

Version ii
Here is a cluster of 2 separate species, C3H10N3O in total from the OMol25 dataset. Energies are from ωB97M-V/def2-TZVPD.

Last column: natural (NBO) charge in e.
Cartesian coordinates (Å):
C 2.735 0.202 0.667  -0.431
C 1.616 -0.418 -1.404  0.127
N 1.898 0.439 -0.515  -0.359
H 2.078 0.349 1.526  0.268
H 3.544 0.927 0.649  0.248
H 3.101 -0.820 0.660  0.235
H 1.995 -1.429 -1.322  0.226
H 0.995 -0.156 -2.251  0.233
H 1.404 1.330 -0.543  0.446
N -1.967 -1.104 -0.441  -0.838
C -1.520 -0.097 0.383  0.773
N -2.116 1.138 0.078  -0.859
O -0.689 -0.213 1.256  -0.661
H -2.304 -0.812 -1.341  0.397
H -1.468 -1.971 -0.400  0.402
H -3.103 1.045 -0.132  0.392
H -2.029 1.744 0.889  0.400

Output
Total charge: +1
Highest occupied orbital energy in eV: -13.76
Gap between HOMO and LUMO in eV: 8.78

Quick one: least stable of them? version i

Version i
Here is the molecule C15H22N2O4 from the OMol25 dataset. Energies are from ωB97M-V/def2-TZVPD.

Last column: natural (NBO) charge in e.
Cartesian coordinates (Å):
O 0.157 0.543 1.568  -0.657
C -0.347 -0.189 0.719  0.684
N 0.395 -0.909 -0.127  -0.604
C 1.861 -0.955 -0.152  -0.138
C 2.372 -1.780 1.057  -0.062
O 3.786 -1.820 1.136  -0.738
C 2.308 -1.525 -1.524  0.643
O 1.575 -2.369 -2.059  -0.632
N 3.434 -1.034 -2.106  -0.148
C 4.535 -0.313 -1.474  -0.234
C 5.126 0.331 -2.706  -0.436
C 4.993 -0.772 -3.746  -0.077
O 3.776 -1.436 -3.414  -0.331
C -1.872 -0.243 0.515  -0.295
C -2.711 0.014 1.794  -0.414
C -3.657 0.790 0.873  0.104
C -2.458 1.083 -0.027  -0.389
C -5.035 0.469 0.499  -0.241
C -4.751 1.784 1.250  -0.554
C -5.893 2.211 2.182  -0.261
C -4.519 2.555 2.559  -0.257
H -0.018 -1.470 -0.862  0.427
H 2.186 0.080 -0.059  0.221
H 2.011 -1.347 1.992  0.191
H 1.989 -2.802 1.015  0.170
H 4.033 -2.310 1.926  0.478
H 4.236 0.418 -0.722  0.234
H 5.219 -1.034 -1.020  0.209
H 4.544 1.206 -3.000  0.214
H 6.154 0.663 -2.555  0.225
H 4.963 -0.385 -4.766  0.201
H 5.816 -1.487 -3.682  0.174
H -2.177 -1.119 -0.062  0.217
H -3.137 -0.853 2.299  0.204
H -2.244 0.663 2.539  0.237
H -1.938 1.993 0.285  0.233
H -2.665 1.149 -1.095  0.208
H -5.286 0.479 -0.562  0.208
H -5.514 -0.370 1.005  0.187
H -6.564 3.004 1.845  0.210
H -6.422 1.450 2.758  0.185
H -4.068 2.045 3.411  0.190
H -4.193 3.593 2.491  0.211

Output
Highest occupied orbital energy in eV: -6.22
Gap between HOMO and LUMO in eV: 6.84
Structure (SMILES): O=C([C@H](CO)NC(=O)[C@H]1C[C@@]2(C1)C[C@]21CC1)N1CCCO1

Version ii
Here is the molecule C15H22N2O4 from the OMol25 dataset. Energies are from ωB97M-V/def2-TZVPD.

Last column: natural (NBO) charge in e.
Cartesian coordinates (Å):
O 0.108 -1.502 0.492  -0.650
C -0.329 -0.380 0.698  0.682
N -1.032 0.300 -0.243  -0.610
C -1.264 -0.260 -1.558  -0.150
C -2.450 -1.224 -1.500  -0.063
O -2.629 -1.777 -2.798  -0.738
C -1.571 0.927 -2.476  0.650
O -2.172 1.895 -2.046  -0.622
N -1.067 0.854 -3.725  -0.150
C -0.600 -0.264 -4.525  -0.232
C 0.038 0.468 -5.695  -0.435
C -0.955 1.603 -5.879  -0.079
O -1.416 1.938 -4.565  -0.342
C -0.090 0.357 1.988  -0.291
C -0.044 -0.483 3.284  -0.390
C 1.178 0.323 3.710  -0.047
C 1.379 0.786 2.265  -0.376
C 1.427 1.245 4.859  -0.378
C 2.269 0.025 4.662  -0.078
C 2.253 -1.279 5.385  -0.407
C 3.426 -0.897 4.537  -0.386
H -1.397 1.227 -0.083  0.429
H -0.375 -0.808 -1.866  0.227
H -2.216 -1.994 -0.762  0.189
H -3.334 -0.665 -1.178  0.173
H -3.346 -2.415 -2.763  0.478
H 0.094 -0.875 -3.954  0.227
H -1.437 -0.886 -4.847  0.212
H 1.018 0.852 -5.415  0.214
H 0.134 -0.155 -6.582  0.226
H -0.522 2.506 -6.306  0.201
H -1.809 1.288 -6.485  0.174
H -0.765 1.209 2.097  0.207
H -0.932 -0.474 3.915  0.210
H 0.236 -1.513 3.048  0.228
H 2.065 0.118 1.736  0.213
H 1.650 1.824 2.074  0.208
H 1.795 2.246 4.663  0.215
H 0.789 1.164 5.732  0.215
H 2.467 -1.228 6.447  0.204
H 1.539 -2.042 5.098  0.209
H 3.507 -1.329 3.545  0.214
H 4.379 -0.705 5.013  0.216

Output
Highest occupied orbital energy in eV: -8.86
Gap between HOMO and LUMO in eV: 9.50
Structure (SMILES): O=C([C@H](CO)NC(=O)[C@H]1C[C@@]2(C1)C[C@]21CC1)N1CCCO1

Version iii
Here is the molecule C15H22N2O4 from the OMol25 dataset. Energies are from ωB97M-V/def2-TZVPD.

Last column: natural (NBO) charge in e.
Cartesian coordinates (Å):
O 0.006 1.459 1.449  -0.643
C -0.571 0.658 0.731  0.686
N 0.102 -0.220 -0.059  -0.613
C 1.552 -0.229 -0.088  -0.159
C 2.101 -0.978 1.140  -0.058
O 3.504 -1.071 0.998  -0.720
C 1.938 -0.955 -1.376  0.675
O 1.254 -1.867 -1.819  -0.630
N 2.994 -0.493 -2.100  -0.155
C 3.033 -0.426 -3.547  -0.233
C 4.443 0.093 -3.763  -0.435
C 4.550 1.106 -2.628  -0.076
O 3.687 0.637 -1.580  -0.368
C -2.071 0.603 0.620  -0.286
C -2.897 0.954 1.884  -0.409
C -3.827 1.727 0.960  -0.012
C -2.751 1.810 -0.100  -0.378
C -5.234 1.490 0.755  -0.282
C -4.814 2.941 1.183  -0.317
C -5.521 3.314 2.550  -0.372
C -4.226 3.897 2.260  -0.302
H -0.384 -0.884 -0.639  0.425
H 1.932 0.788 -0.094  0.249
H 1.806 -0.412 2.026  0.189
H 1.629 -1.966 1.160  0.164
H 3.877 -1.445 1.800  0.475
H 2.829 -1.413 -3.955  0.243
H 2.287 0.285 -3.919  0.188
H 5.155 -0.721 -3.629  0.217
H 4.594 0.551 -4.737  0.225
H 5.551 1.198 -2.208  0.198
H 4.194 2.089 -2.942  0.177
H -2.415 -0.338 0.183  0.206
H -3.288 0.146 2.498  0.210
H -2.289 1.640 2.485  0.226
H -2.137 2.702 0.049  0.223
H -3.041 1.709 -1.141  0.214
H -5.742 1.432 -0.202  0.218
H -5.668 0.882 1.541  0.204
H -6.419 3.883 2.359  0.219
H -5.590 2.575 3.344  0.191
H -3.428 3.479 2.864  0.205
H -4.058 4.909 1.916  0.220

Output
Highest occupied orbital energy in eV: -7.26
Gap between HOMO and LUMO in eV: 8.01
Structure (SMILES): O=C([C@H](CO)NC(=O)[C@H]1C[C@@]2(C1)C[C@]21CC1)N1CCCO1

Version iv
Here is the molecule C15H22N2O4 from the OMol25 dataset. Energies are from ωB97M-V/def2-TZVPD.

Last column: natural (NBO) charge in e.
Cartesian coordinates (Å):
C -2.638 -0.016 -0.819  -0.162
C -1.623 -1.167 -0.938  0.678
C -3.109 0.048 0.670  -0.387
C -3.820 1.314 1.237  -0.231
C -4.925 1.895 0.392  -0.644
C -2.735 2.397 1.628  -0.618
C 0.510 -2.040 -0.074  -0.164
C 1.052 -2.234 1.398  0.788
C 1.715 -1.765 -1.033  -0.405
C 2.331 -0.337 -0.743  -0.082
C 3.027 -0.029 0.411  -0.170
C 2.144 0.625 -1.623  -0.163
C 3.502 1.230 0.698  -0.264
C 2.623 1.966 -1.391  -0.271
C 3.405 2.151 -0.314  0.297
H -4.137 -1.053 -1.646  0.375
H -3.316 0.012 -2.778  0.382
H -2.037 0.962 -0.918  0.211
H -3.769 -0.787 1.049  0.220
H -2.099 -0.131 1.391  0.211
H -4.180 0.794 2.187  0.199
H -5.881 2.297 0.945  0.226
H -4.471 2.587 -0.370  0.212
H -5.387 1.121 -0.383  0.232
H -2.182 2.444 0.643  0.191
H -2.281 2.028 2.505  0.214
H -2.963 3.478 1.788  0.220
H -0.471 -0.159 0.469  0.429
H 0.219 -2.977 -0.519  0.237
H 2.420 -2.579 -1.072  0.208
H 1.185 -1.654 -2.068  0.237
H 3.075 -0.766 1.154  0.214
H 1.691 0.487 -2.584  0.211
H 4.268 1.348 1.575  0.221
H 2.401 2.703 -2.085  0.228
H 4.625 3.322 0.809  0.471
H 1.871 -3.771 0.653  0.491
N -3.689 -0.139 -1.786  -0.836
N -0.515 -1.034 -0.119  -0.653
O -1.616 -2.011 -1.784  -0.621
O 1.009 -1.406 2.236  -0.575
O 4.080 3.476 -0.036  -0.708
O 1.788 -3.274 1.534  -0.649

Output
Highest occupied orbital energy in eV: -9.17
Gap between HOMO and LUMO in eV: 9.52
Structure (SMILES): CC(C)C[C@H](N)C(=O)N[C@@H](Cc1ccc(O)cc1)C(=O)O

Quick one: least stable of them? version i

Version i
Here is a cluster of 2 separate species, C5H12N4 in total from the OMol25 dataset. Energies are from ωB97M-V/def2-TZVPD.

Last column: natural (NBO) charge in e.
Cartesian coordinates (Å):
C 1.925 -1.059 1.517  -0.411
C -0.693 -0.260 -2.297  -0.601
N 1.586 0.356 1.472  -0.873
C 0.729 0.909 -0.687  0.575
C -1.472 0.223 0.117  0.468
C -0.437 0.292 -0.910  -0.375
N -2.694 -0.272 -0.303  -0.823
N -1.242 0.588 1.331  -0.788
N 1.634 1.668 -1.003  -0.639
H 2.167 0.910 2.092  0.356
H -3.473 -0.139 0.322  0.386
H -2.927 -0.227 -1.280  0.389
H 0.604 0.513 1.738  0.419
H -2.046 0.471 1.942  0.335
H 2.555 1.530 -0.600  0.388
H 2.980 -1.198 1.273  0.184
H 1.336 -1.581 0.762  0.193
H 1.727 -1.533 2.486  0.170
H -1.039 -1.295 -2.251  0.213
H 0.222 -0.223 -2.884  0.234
H -1.444 0.325 -2.837  0.202

Output
Highest occupied orbital energy in eV: -7.98
Gap between HOMO and LUMO in eV: 8.89
Structure (SMILES): [H]/N=C(\N)C(C)=C=N.CN

Version ii
Here is a structure of composition C5H12N4 from the OMol25 dataset. Energies are from ωB97M-V/def2-TZVPD.

Last column: natural (NBO) charge in e.
Cartesian coordinates (Å):
C -3.006 -0.646 -0.536  -0.442
C 0.065 0.107 -0.133  0.331
C 1.045 1.152 -0.495  -0.271
C 0.919 2.436 -0.054  -0.371
C 2.287 -1.034 0.714  -0.426
H -3.742 0.337 -0.678  0.205
H -3.509 -1.561 -0.170  0.201
H -2.182 -0.831 -1.585  0.212
H -1.898 -1.008 1.327  0.357
H -1.203 1.654 0.321  0.382
H 1.793 0.902 -1.292  0.255
H 1.624 3.074 -0.443  0.198
H 0.150 2.863 0.619  0.196
H 1.793 -2.384 -0.860  0.367
H 2.187 0.092 0.756  0.211
H 3.394 -1.483 0.603  0.197
H 1.848 -1.537 1.622  0.178
N -2.277 -0.183 0.777  -0.445
N -1.150 0.552 0.370  -0.471
N 0.260 -1.121 -0.339  -0.359
N 1.604 -1.382 -0.525  -0.504

Output
Highest occupied orbital energy in eV: -7.56
Gap between HOMO and LUMO in eV: 8.39

Quick one: least stable of them? version ii

Version i
Here is a cluster of 13 separate species, C4H24BO20 in total from the OMol25 dataset. Energies are from ωB97M-V/def2-TZVPD.

Last column: natural (NBO) charge in e.
Cartesian coordinates (Å):
O -0.401 2.073 3.678  -0.555
C -0.428 1.776 2.473  0.682
O 0.454 2.167 1.499  -0.655
B 0.114 1.424 0.291  1.149
O -1.043 0.569 0.526  -0.647
C -1.451 0.760 1.792  0.685
O -2.418 0.224 2.321  -0.563
O 1.288 0.654 -0.084  -0.648
C 1.714 0.999 -1.282  0.680
O 2.782 0.655 -1.787  -0.593
C 0.760 2.160 -1.819  0.694
O -0.170 2.298 -0.893  -0.648
O 0.928 2.775 -2.866  -0.580
O -1.518 -0.314 9.842  -0.940
H -1.845 -0.138 8.960  0.472
H -0.790 -0.922 9.711  0.468
O 3.526 -0.522 4.007  -0.937
H 3.494 0.425 3.876  0.474
H 4.300 -0.806 3.521  0.463
O -2.009 4.168 -7.262  -0.937
H -1.235 3.683 -7.548  0.468
H -1.660 4.902 -6.757  0.469
O 4.726 5.087 -7.360  -0.938
H 4.524 4.339 -6.798  0.471
H 5.467 5.516 -6.931  0.467
O 4.227 -3.488 -5.784  -0.938
H 4.931 -3.443 -6.430  0.465
H 4.050 -2.574 -5.558  0.473
O -6.616 -3.994 1.076  -0.937
H -5.684 -3.779 1.086  0.471
H -6.973 -3.550 1.845  0.466
O 6.986 2.870 -4.119  -0.942
H 6.317 2.191 -4.207  0.473
H 6.541 3.588 -3.669  0.469
O -8.665 0.446 4.805  -0.935
H -8.382 -0.417 4.502  0.467
H -8.134 0.613 5.583  0.468
O 4.274 -4.684 -1.157  -0.944
H 4.236 -4.754 -2.111  0.473
H 4.433 -3.754 -0.991  0.471
O 1.849 -4.412 2.394  -0.939
H 2.204 -3.523 2.387  0.473
H 2.566 -4.959 2.073  0.466
O -4.414 -4.153 5.162  -0.941
H -4.166 -3.277 4.869  0.472
H -4.253 -4.715 4.404  0.469
O -5.160 1.781 -2.506  -0.941
H -4.929 2.710 -2.478  0.467
H -4.347 1.325 -2.286  0.474

Output
Total charge: -1
Highest occupied orbital energy in eV: -7.53
Gap between HOMO and LUMO in eV: 9.35

Version ii
Here is a structure of composition C4H24BO20 from the OMol25 dataset. Energies are from ωB97M-V/def2-TZVPD.

Last column: natural (NBO) charge in e.
Cartesian coordinates (Å):
O -2.564 -13.712 -12.159  -0.543
C -3.288 -13.571 -13.178  0.694
O -4.214 -14.386 -13.571  -0.610
B -4.739 -13.876 -14.861  1.203
O -4.336 -12.445 -14.952  -0.664
C -3.400 -12.251 -14.008  0.650
O -2.716 -11.208 -13.809  -0.584
O -6.189 -13.983 -14.936  -0.625
C -6.547 -14.485 -16.132  0.726
O -7.685 -14.738 -16.516  -0.489
C -5.267 -14.848 -16.880  0.654
O -4.259 -14.654 -16.018  -0.621
O -5.326 -15.445 -17.962  -0.534
O -2.208 -10.504 -16.290  -0.930
H -2.563 -11.388 -16.199  0.472
H -2.707 -10.118 -17.009  0.473
O -5.336 -10.489 -13.770  -0.916
H -4.586 -11.012 -14.057  0.443
H -6.063 -10.797 -14.312  0.456
O -7.793 -16.195 -18.103  -0.954
H -8.234 -17.041 -18.190  0.451
H -7.254 -16.285 -17.318  0.467
O -0.952 -13.984 -13.750  -0.898
H -0.924 -14.798 -13.247  0.489
H -1.320 -13.340 -13.145  0.473
O -1.148 -12.162 -12.316  -0.922
H -1.299 -11.243 -12.091  0.507
H -1.114 -12.172 -13.272  0.477
O -3.303 -9.423 -13.978  -0.931
H -3.139 -10.156 -14.572  0.486
H -3.159 -9.785 -13.104  0.448
O -1.639 -14.204 -15.773  -1.004
H -2.402 -14.771 -15.887  0.449
H -1.406 -14.299 -14.849  0.445
O -4.232 -14.573 -19.486  -0.969
H -4.539 -14.582 -18.579  0.435
H -4.838 -15.151 -19.951  0.481
O -3.094 -12.247 -10.876  -0.960
H -2.688 -12.516 -11.700  0.459
H -3.990 -12.011 -11.115  0.444
O -6.061 -16.939 -16.784  -0.915
H -5.454 -17.624 -17.064  0.486
H -5.590 -16.121 -16.945  0.412
O -9.201 -14.023 -17.445  -0.960
H -9.570 -14.855 -17.741  0.449
H -8.465 -14.272 -16.886  0.406
O -5.964 -16.192 -19.631  -0.937
H -6.079 -16.179 -18.681  0.491
H -5.532 -17.027 -19.810  0.443

Output
Total charge: -1
Highest occupied orbital energy in eV: -6.86
Gap between HOMO and LUMO in eV: 7.26

Quick one: least stable of them? version ii